Record 1
Entry from the Open Molecules 2025 dataset: a molecular structure, C32H31NO5P2RuSSe (ωB97M-V/def2-TZVPD).

Structure (ORCA input):
```
! RIJCOSX wB97M-V def2-TZVPD def2/J DEFGRID3
* xyz 2 5
Ru -0.27 -0.56 0.57
C 1.76 3.38 0.12
N 1.09 2.08 0.25
P 1.78 0.58 0.60
C 2.73 0.66 2.10
C 3.98 1.29 2.09
C 4.69 1.43 3.27
C 4.16 0.93 4.46
C 2.92 0.30 4.47
C 2.20 0.16 3.29
C 2.83 0.10 -0.76
C 3.85 -0.83 -0.56
C 4.62 -1.24 -1.64
C 4.36 -0.74 -2.91
C 3.34 0.18 -3.11
C 2.56 0.59 -2.04
P -0.56 1.74 0.22
C -1.31 2.28 -1.31
C -1.28 1.43 -2.41
C -1.79 1.87 -3.62
C -2.32 3.15 -3.73
C -2.35 4.00 -2.63
C -1.84 3.57 -1.41
C -1.36 2.48 1.62
C -2.76 2.55 1.66
C -3.39 3.02 2.80
C -2.63 3.41 3.90
C -1.24 3.33 3.86
C -0.60 2.86 2.73
H 2.16 3.71 1.08
H 1.04 4.12 -0.24
H 2.57 3.31 -0.61
H 4.40 1.66 1.16
H 5.65 1.91 3.27
H 4.72 1.03 5.38
H 2.52 -0.10 5.39
H 1.25 -0.35 3.30
H 4.06 -1.21 0.43
H 5.42 -1.95 -1.48
H 4.97 -1.06 -3.74
H 3.15 0.57 -4.10
H 1.76 1.31 -2.20
H -0.87 0.43 -2.33
H -1.78 1.22 -4.49
H -2.71 3.49 -4.68
H -2.76 4.99 -2.72
H -1.88 4.22 -0.55
H -3.35 2.23 0.81
H -4.46 3.08 2.84
H -3.12 3.78 4.78
H -0.66 3.64 4.72
H 0.48 2.79 2.71
O -0.05 -2.06 2.02
Se -1.71 -2.24 2.33
O -2.17 -2.12 3.83
O -2.17 -0.99 1.28
O -2.15 -3.68 1.61
C 0.04 -4.66 -0.20
S -1.18 -3.41 -0.47
O -0.49 -2.18 -1.00
C -2.30 -4.03 -1.65
C -2.20 -3.62 -2.97
C -3.09 -4.16 -3.88
C -4.06 -5.06 -3.46
C -4.16 -5.44 -2.13
C -3.28 -4.92 -1.19
H 0.57 -4.84 -1.14
H -0.48 -5.55 0.14
H 0.70 -4.29 0.59
H -1.44 -2.92 -3.28
H -3.03 -3.88 -4.92
H -4.75 -5.47 -4.18
H -4.93 -6.13 -1.81
H -3.36 -5.17 -0.15
*
```

For the orbital gap (alpha / beta), the calculation gives 8.0198 / 5.9813 eV. Its energy above the lowest of the compared OMol25 structures with the same formula, charge and spin is 16.3 kcal per mole. The calculation puts the LUMO energy (alpha / beta) at -6.379 / -8.253 eV. The value obtained for the maximum force is 0.02878 hartree/bohr. As for the HOMO energy (alpha / beta): -14.40 / -14.23 eV.


Record 2
Entry from the Open Molecules 2025 dataset: a molecular structure, C32H32BBrN3O6V (ωB97M-V/def2-TZVPD).

Structure (ORCA input):
```
! RIJCOSX wB97M-V def2-TZVPD def2/J DEFGRID3
* xyz 0 3
V -0.24 0.21 0.38
O 3.64 2.83 -2.28
C 2.84 3.87 -1.86
C 3.21 5.19 -2.04
C 2.37 6.20 -1.62
C 1.16 5.89 -1.02
C 0.80 4.56 -0.85
C 1.63 3.53 -1.26
C 1.17 2.09 -1.13
O 0.05 1.94 -0.34
N 2.26 1.23 -0.56
N 1.91 0.46 0.45
C 2.74 -0.19 1.17
C 2.25 -0.83 2.39
Br 0.55 -0.13 2.96
C 2.95 -1.68 3.12
C 2.60 -2.45 4.33
C 1.33 -2.94 4.60
C 1.09 -3.69 5.75
C 2.11 -3.96 6.64
C 3.39 -3.49 6.37
C 3.64 -2.76 5.22
H 4.41 3.19 -2.74
H 4.17 5.42 -2.51
H 2.66 7.24 -1.77
H 0.49 6.68 -0.70
H -0.15 4.29 -0.39
H 0.97 1.71 -2.13
H 3.19 1.24 -0.94
H 3.79 -0.25 0.93
H 3.95 -1.85 2.74
H 0.53 -2.79 3.88
H 0.09 -4.08 5.93
H 1.92 -4.54 7.54
H 4.21 -3.71 7.06
H 4.64 -2.40 5.01
O -1.45 -0.26 -3.36
C -1.28 -0.21 -2.16
O -0.16 -0.32 -1.52
C -2.48 -0.06 -1.24
C -3.78 -0.16 -1.76
C -4.84 -0.13 -0.92
C -4.62 0.05 0.47
C -5.68 0.10 1.40
C -5.44 0.31 2.73
C -4.11 0.49 3.17
C -3.07 0.44 2.29
C -3.30 0.20 0.92
N -2.23 0.11 0.05
H -3.87 -0.29 -2.83
H -5.86 -0.23 -1.29
H -6.70 -0.01 1.04
H -6.26 0.34 3.43
H -3.91 0.67 4.22
H -2.06 0.61 2.64
C -0.26 -4.87 2.44
C -0.08 -4.19 1.10
C 1.00 -4.90 0.30
O 0.38 -2.85 1.34
B -0.22 -1.94 0.44
O -1.19 -2.67 -0.28
C -1.40 -3.96 0.30
C -1.64 -4.96 -0.81
C -2.63 -3.85 1.18
H 0.71 -5.01 2.92
H -0.72 -5.86 2.32
H -0.89 -4.28 3.11
H 1.93 -4.86 0.87
H 1.16 -4.40 -0.66
H 0.74 -5.95 0.11
H -0.84 -4.93 -1.55
H -2.58 -4.72 -1.31
H -1.71 -5.98 -0.42
H -2.49 -3.10 1.96
H -2.90 -4.80 1.65
H -3.47 -3.53 0.55
*
```

For the orbital gap (alpha / beta), the calculation gives 7.2545 / 7.2296 eV. The calculation puts the LUMO energy (alpha / beta) at -0.159 / -0.282 eV. The value obtained for the maximum force is 0.04352 hartree/bohr. As for the HOMO energy (alpha / beta): -7.41 / -7.51 eV.


Record 3
Entry from the Open Molecules 2025 dataset: a molecular structure, C32H32F5N8SeTl (ωB97M-V/def2-TZVPD).

Structure (ORCA input):
```
! RIJCOSX wB97M-V def2-TZVPD def2/J DEFGRID3
* xyz 2 1
Tl 0.07 -0.58 1.00
C -3.06 -4.10 1.76
C -2.25 -2.89 1.41
N -1.02 -2.70 1.68
C -0.22 -3.47 2.61
C 0.77 -2.53 3.33
N 0.20 -1.17 3.45
C 0.98 -0.18 4.19
C 2.16 0.40 3.40
N 1.82 0.91 2.07
C 1.36 2.31 1.93
C -0.13 2.54 2.20
N -0.97 1.57 1.54
C -2.12 1.81 1.06
C -2.77 3.16 1.02
C -2.91 0.60 0.62
C -4.16 0.62 0.01
C -4.81 -0.59 -0.21
C -4.23 -1.78 0.19
C -2.97 -1.73 0.78
N -2.36 -0.56 0.95
H -3.44 -4.55 0.85
H -3.92 -3.82 2.38
H -2.47 -4.85 2.29
H 0.36 -4.23 2.08
H -0.86 -3.98 3.34
H 1.69 -2.47 2.74
H 1.03 -2.95 4.30
H -0.73 -1.22 3.85
H 1.39 -0.60 5.12
H 0.30 0.62 4.48
H 2.91 -0.38 3.26
H 2.63 1.17 4.01
H 2.62 0.78 1.46
H 1.56 2.59 0.89
H 1.94 2.97 2.57
H -0.35 3.57 1.92
H -0.33 2.46 3.28
H -2.03 3.93 0.83
H -3.26 3.37 1.98
H -3.52 3.22 0.24
H -4.64 1.55 -0.26
H -5.78 -0.59 -0.68
H -4.74 -2.72 0.06
F 1.91 7.64 -3.32
C 1.40 6.46 -3.09
C 1.21 5.57 -4.13
F 1.55 5.91 -5.36
C 0.66 4.32 -3.87
F 0.50 3.49 -4.88
C 0.29 3.94 -2.57
Se -0.46 2.27 -2.25
C 0.50 4.87 -1.55
F 0.18 4.56 -0.29
C 1.04 6.11 -1.79
F 1.24 6.97 -0.80
C -1.17 -1.44 -3.77
C -1.35 -1.19 -2.42
N -0.33 -0.91 -1.61
C 0.90 -0.90 -2.13
C 1.19 -1.22 -3.45
C 0.11 -1.46 -4.29
C 2.60 -1.29 -3.89
C 3.57 -1.83 -3.16
C 3.32 -2.51 -1.86
C 2.58 -3.69 -1.80
C 2.25 -4.17 -0.55
N 2.64 -3.55 0.57
C 3.41 -2.48 0.40
N 3.76 -1.92 -0.75
H -2.03 -1.64 -4.40
H -2.34 -1.19 -1.98
H 1.70 -0.62 -1.46
H 0.27 -1.68 -5.34
H 2.84 -0.87 -4.86
H 4.59 -1.80 -3.51
H 2.26 -4.20 -2.70
H 1.66 -5.06 -0.43
H 3.79 -2.01 1.30
*
```

For the orbital gap (alpha / beta), the calculation gives 5.8848 / 6.4344 eV. Its energy above the lowest of the compared OMol25 structures with the same formula, charge and spin is 49.8 kcal per mole. The calculation puts the LUMO energy (alpha / beta) at -7.061 / -7.017 eV. The value obtained for the maximum force is 0.00177 hartree/bohr. As for the HOMO energy (alpha / beta): -12.95 / -13.45 eV.


Record 4
Entry from the Open Molecules 2025 dataset: a molecular structure, C32H32HgI3N5O3 (ωB97M-V/def2-TZVPD).

Structure (ORCA input):
```
! RIJCOSX wB97M-V def2-TZVPD def2/J DEFGRID3
* xyz -1 2
Hg 0.25 0.04 0.40
I 0.09 -1.35 -4.80
C -1.49 -0.77 -3.54
C -2.77 -0.64 -4.06
C -3.80 -0.30 -3.20
I -5.72 -0.13 -4.05
C -3.60 -0.08 -1.82
C -4.63 0.23 -0.88
C -4.29 0.42 0.48
C -2.99 0.31 0.88
N -1.98 0.01 0.02
C -2.27 -0.19 -1.33
C -1.18 -0.54 -2.18
O 0.03 -0.67 -1.71
H -2.95 -0.82 -5.11
H -5.66 0.31 -1.21
H -5.05 0.66 1.21
H -2.71 0.48 1.92
I -0.26 -0.49 3.53
C 1.01 1.18 3.73
C 1.13 1.61 5.02
C 1.95 2.71 5.34
C 2.65 3.32 4.35
C 2.56 2.87 3.01
C 3.36 3.50 2.02
C 3.32 3.07 0.73
C 2.44 2.02 0.37
C 1.63 1.40 1.27
C 1.70 1.79 2.64
H 0.59 1.10 5.81
H 2.03 3.05 6.36
H 3.30 4.17 4.56
H 4.02 4.31 2.32
H 3.97 3.52 -0.01
H 2.42 1.72 -0.67
C 4.40 -1.79 -1.49
C 3.87 -1.86 -0.07
O 4.10 -1.01 0.77
N 3.11 -2.96 0.20
C 2.27 -3.07 1.39
C 0.90 -3.54 0.97
C 0.62 -4.90 0.91
C -0.58 -5.33 0.38
C -1.47 -4.39 -0.09
C -1.12 -3.05 0.01
N 0.03 -2.63 0.53
H 4.98 -0.88 -1.60
H 3.57 -1.78 -2.20
H 5.03 -2.66 -1.69
H 2.89 -3.58 -0.56
H 2.24 -2.09 1.86
H 2.69 -3.78 2.10
H 1.36 -5.61 1.29
H -0.81 -6.39 0.33
H -2.42 -4.67 -0.52
H -1.79 -2.27 -0.34
C 2.09 4.10 -2.99
N 0.84 3.42 -2.75
C 0.50 2.35 -3.68
C 0.14 3.46 -1.55
O -0.59 2.55 -1.21
N 0.30 4.58 -0.76
C 0.66 5.90 -1.22
C -0.11 4.51 0.63
H 2.80 3.38 -3.43
H 2.53 4.46 -2.06
H 2.00 4.94 -3.68
H 1.37 1.73 -3.88
H 0.13 2.76 -4.63
H -0.27 1.71 -3.24
H 0.55 5.99 -2.30
H 1.69 6.18 -0.95
H -0.01 6.63 -0.76
H -0.34 3.47 0.88
H -1.01 5.11 0.80
H 0.69 4.87 1.28
*
```

For the orbital gap (alpha / beta), the calculation gives 3.8867 / 5.9287 eV. The calculation puts the LUMO energy (alpha / beta) at 2.236 / 2.225 eV. The value obtained for the maximum force is 0.01460 hartree/bohr. As for the HOMO energy (alpha / beta): -1.65 / -3.70 eV.